Entry 1:
Density functional theory data (ωB97M-V/def2-TZVPD) for C11H13BF4GeNO4Pd as an isolated structure in a non-equilibrium geometry.

```
! RIJCOSX wB97M-V def2-TZVPD def2/J DEFGRID3
* xyz -1 5
Pd -0.43 0.48 1.01
O 6.42 0.13 1.80
C 5.91 -0.07 0.68
O 6.40 -0.10 -0.46
C 4.36 -0.16 0.71
C 3.64 -0.09 -0.48
C 2.26 -0.12 -0.45
N 1.60 -0.25 0.71
C 2.28 -0.34 1.86
C 3.66 -0.31 1.90
C 1.42 -0.44 3.07
O 1.84 -0.81 4.14
O 0.16 -0.07 2.89
H 4.18 -0.01 -1.41
H 1.64 -0.08 -1.34
H 4.18 -0.38 2.84
C -3.09 2.73 -0.95
Ge -1.79 3.27 0.39
C -1.64 5.22 0.42
C -2.42 2.73 2.17
C -0.07 2.41 0.12
H -4.09 2.89 -0.54
H -2.98 1.67 -1.19
H -2.98 3.32 -1.86
H -2.62 5.64 0.66
H -1.32 5.61 -0.54
H -0.93 5.53 1.19
H -3.50 2.86 2.24
H -1.94 3.33 2.94
H -2.23 1.68 2.41
H 0.82 2.70 -0.42
F -0.91 -1.21 -0.39
B -2.38 -1.23 -0.35
F -2.83 -2.49 -0.07
F -2.86 -0.71 -1.54
F -2.67 -0.32 0.73
*
```

Output
Kohn-Sham gap (spin up / spin down) ... 8.14 / 4.68 eV

=====

Entry 2:
Density functional theory data (ωB97M-V/def2-TZVPD) for C11H13BrGaO3S as an isolated structure in a non-equilibrium geometry.

```
! RIJCOSX wB97M-V def2-TZVPD def2/J DEFGRID3
* xyz -1 1
C -1.22 -0.53 -0.96
C -1.81 -1.11 0.24
C -2.38 -0.09 1.00
H -1.89 -2.16 0.52
C -2.13 1.16 0.32
C -1.44 0.90 -0.88
H -1.02 1.60 -1.62
H -1.20 -1.01 -1.95
H -2.95 -0.25 1.91
H -2.45 2.15 0.67
Ga 1.15 -0.24 -1.74
Br 2.05 -2.53 -1.81
C 2.38 0.62 -3.67
C 1.25 1.40 -4.08
C 0.28 0.53 -4.64
H 1.24 2.49 -4.17
C 0.78 -0.79 -4.61
C 2.09 -0.76 -4.03
H 2.85 -1.53 -4.16
H 3.38 0.99 -3.45
H -0.60 0.85 -5.21
H 0.37 -1.64 -5.15
C 0.88 0.85 2.78
S 1.92 -0.03 1.54
O 1.79 0.83 0.18
O 3.27 -0.11 2.10
O 1.27 -1.32 1.22
H 1.47 1.36 3.56
H 0.42 0.02 3.31
H 0.17 1.52 2.28
*
```

Output
Kohn-Sham gap ... 6.35 eV

=====

Entry 3:
Density functional theory data (ωB97M-V/def2-TZVPD) for C11H13BrMnO as an isolated structure in a non-equilibrium geometry.

```
! RIJCOSX wB97M-V def2-TZVPD def2/J DEFGRID3
* xyz -1 5
C -1.43 -1.08 -1.54
C -1.99 -2.20 -0.85
C -3.01 -1.74 0.08
H -1.78 -3.25 -1.09
C -2.86 -0.27 0.12
C -1.92 0.08 -0.92
H -1.73 1.11 -1.24
H -0.79 -1.11 -2.45
H -3.76 -2.33 0.65
H -3.43 0.44 0.74
Mn -1.18 -1.20 0.98
Br 0.53 -2.80 1.05
C 2.81 1.69 0.04
C 1.86 2.37 -0.78
C 1.67 1.59 -1.95
H 1.33 3.29 -0.52
C 2.56 0.48 -1.91
C 3.23 0.51 -0.65
H 4.03 -0.15 -0.34
H 3.23 2.06 0.96
H 0.95 1.79 -2.74
H 2.67 -0.30 -2.66
C -0.19 0.17 3.06
O -0.52 0.33 1.71
H 0.90 0.14 3.15
H -0.61 -0.72 3.56
H -0.56 1.10 3.53
*
```

Output
Kohn-Sham gap (spin up / spin down) ... 3.88 / 4.49 eV

=====

Entry 4:
Density functional theory data (ωB97M-V/def2-TZVPD) for one molecule with the formula C11H13F2N in a non-equilibrium geometry.

```
! RIJCOSX wB97M-V def2-TZVPD def2/J DEFGRID3
* xyz 0 1
C -0.10 2.26 3.50
C -0.60 1.14 3.01
C -1.87 0.43 3.36
C 0.24 0.46 1.95
F 1.58 0.69 2.16
F 0.11 -0.86 2.15
N -0.18 0.77 0.67
C 0.17 0.22 -0.51
C 0.56 -1.11 -0.49
C 0.72 -1.73 -1.75
C 0.56 -1.08 -2.98
C 0.96 -1.90 -4.21
C 0.24 0.28 -2.91
C 0.06 0.92 -1.71
H 0.86 2.52 3.26
H -0.80 2.80 4.09
H -1.66 -0.54 3.88
H -2.19 0.19 2.30
H -2.64 0.90 3.89
H -0.70 1.66 0.65
H 0.69 -1.67 0.44
H 0.95 -2.81 -1.74
H 0.08 -2.60 -4.43
H 1.25 -1.18 -5.11
H 1.86 -2.48 -3.86
H 0.21 0.87 -3.82
H -0.34 1.88 -1.79
*
```

Output
Structure (SMILES) ... C=C(C)C(F)(F)Nc1ccc(C)cc1
Kohn-Sham gap ... 8.87 eV